Record 1
C2H4F3NOS | ωB97M-V/def2-TZVPD

Positions of all 12 atoms, in Å:
C -0.320 1.374 -0.193
C -0.960 0.814 1.047
N 0.831 -1.415 -1.317
O 2.195 -3.245 -0.266
F -0.255 -0.209 1.567
F -1.071 1.724 2.031
F -2.195 0.342 0.825
S 1.827 -1.845 -0.253
H -0.992 2.094 -0.650
H 0.605 1.873 0.081
H 0.439 -2.059 -1.993
H -0.104 0.553 -0.879

## Properties
Multiplicity: 3
Calculated total energy, eV: -24660.4879
LUMO (alpha / beta), eV: 0.8 / -4.0
Gap between HOMO and LUMO (alpha / beta), eV: 8.71 / 7.44
Highest occupied orbital energy (alpha / beta), eV: -7.952 / -11.389
Max |F|, eV/Å: 7.42

=====

Record 2
C2H4F3P | ωB97M-V/def2-TZVPD

Positions of all 10 atoms, in Å:
C 1.010 1.037 -0.552
C -0.800 -1.737 -0.344
F 0.201 -2.548 0.042
F -1.401 -1.237 0.762
F -1.690 -2.451 -1.051
P -0.118 1.314 0.722
H 0.747 1.311 -1.561
H 1.741 0.250 -0.446
H -0.400 2.673 0.586
H 0.710 1.388 1.841

## Properties
Calculated total energy, eV: -19575.6425
LUMO (alpha / beta), eV: -1.2 / -0.2
Gap between HOMO and LUMO (alpha / beta), eV: 6.54 / 9.65
Highest occupied orbital energy (alpha / beta), eV: -7.696 / -9.830
Max |F|, eV/Å: 2.18

=====

Record 3
C2H4FIO | ωB97M-V/def2-TZVPD

Positions of all 9 atoms, in Å:
C -0.771 -0.193 1.000
O -0.718 -0.114 -0.441
C 0.481 0.214 -1.031
F 0.787 1.600 -0.900
I 2.050 -0.894 -0.433
H -0.636 0.779 1.572
H 0.118 -0.770 1.152
H -1.618 -0.851 1.256
H 0.307 0.229 -2.175

## Properties
Calculated total energy, eV: -15003.1500
LUMO, eV: 0.5
Gap between HOMO and LUMO, eV: 10.49
SMILES string: CO[C@@H](F)I
Highest occupied orbital energy, eV: -9.967
Max |F|, eV/Å: 4.73

=====

Record 4
C2H4FN | ωB97M-V/def2-TZVPD

Positions of all 8 atoms, in Å:
F -1.973 0.268 -0.282
N -0.968 -0.083 0.565
C 0.229 -0.675 -0.168
C 0.430 0.784 0.139
H 0.124 -1.280 -1.154
H 0.884 -1.381 0.464
H 0.960 0.867 1.073
H 0.313 1.501 -0.636

## Properties
Calculated total energy, eV: -6342.2734
LUMO, eV: 1.1
Gap between HOMO and LUMO, eV: 11.02
SMILES string: FN1CC1
Highest occupied orbital energy, eV: -9.910
Max |F|, eV/Å: 4.36

=====

Record 5
C2H4FN | ωB97M-V/def2-TZVPD

Positions of all 8 atoms, in Å:
H 0.902 2.122 0.209
N 1.447 1.172 0.010
C 0.681 0.135 -0.011
C -0.786 -0.093 0.034
F -1.667 0.970 -0.031
H 1.206 -0.835 -0.365
H -0.980 -0.516 0.977
H -1.000 -0.730 -0.749

## Properties
Calculated total energy, eV: -6345.0377
LUMO, eV: 1.0
Gap between HOMO and LUMO, eV: 11.29
SMILES string: [H]/N=C\CF
Highest occupied orbital energy, eV: -10.308
Max |F|, eV/Å: 3.15

=====

Record 6
C2H4FN2O | ωB97M-V/def2-TZVPD

Positions of all 10 atoms, in Å:
C -1.079 -0.647 0.506
C 1.716 0.866 0.394
N -1.715 -1.027 -0.464
N -2.159 -1.516 -1.459
O 0.970 -0.112 0.791
F 2.027 0.986 -0.907
H -1.155 -0.378 1.599
H 1.434 1.907 0.902
H 2.733 0.925 0.881
H -2.771 -1.004 -2.243

## Properties
Charge: +1
Calculated total energy, eV: -9869.2260
LUMO (alpha / beta), eV: -7.8 / -7.3
Gap between HOMO and LUMO (alpha / beta), eV: 7.87 / 8.43
Highest occupied orbital energy (alpha / beta), eV: -15.653 / -15.739
Max |F|, eV/Å: 4.47

=====

Record 7
C2H4FN2O4 | ωB97M-V/def2-TZVPD

Positions of all 13 atoms, in Å:
C 0.122 -1.148 0.188
H 0.626 1.208 -0.541
F -0.005 -2.604 -0.636
C 0.272 0.348 0.274
H -0.942 -1.144 -0.116
H 1.098 -1.478 0.599
N 0.665 0.858 1.596
O -0.208 1.078 2.424
O 1.840 1.023 1.869
N -1.449 0.708 -1.408
O -2.635 0.415 -1.576
O -0.725 0.857 -2.411
H 1.341 -0.122 -0.264

## Properties
Charge: -1
Calculated total energy, eV: -16014.6141
LUMO (alpha / beta), eV: 2.1 / 2.1
Gap between HOMO and LUMO (alpha / beta), eV: 5.93 / 5.93
Highest occupied orbital energy (alpha / beta), eV: -3.842 / -3.843
Max |F|, eV/Å: 8.27

=====

Record 8
C2H4FO2P2 | ωB97M-V/def2-TZVPD

Positions of all 11 atoms, in Å:
O 1.745 0.985 -0.621
C 1.448 -0.176 -0.174
O 2.117 -1.202 -0.094
C -0.014 -0.133 0.259
F -0.270 -0.383 1.694
P -1.274 -1.274 -0.397
P -0.483 1.655 -0.069
H -1.252 -0.843 -1.789
H -0.338 -2.345 -0.490
H -1.859 1.567 0.674
H 0.179 2.148 1.007

## Properties
Charge: -1
Calculated total energy, eV: -27529.1331
LUMO, eV: 4.2
Gap between HOMO and LUMO, eV: 8.82
SMILES string: O=C([O-])C(F)(P)P
Highest occupied orbital energy, eV: -4.588
Max |F|, eV/Å: 2.76

=====

Record 9
C2H4FP | ωB97M-V/def2-TZVPD

Positions of all 8 atoms, in Å:
F -1.716 -1.016 -0.212
C -0.739 -0.597 0.601
C 0.160 0.497 -0.104
P 1.193 -1.015 0.067
H -1.169 -0.320 1.645
H -0.256 0.726 -1.026
H 0.441 1.253 0.488
H 0.672 -1.683 -1.089

## Properties
Calculated total energy, eV: -14142.8753
LUMO, eV: 0.9
Gap between HOMO and LUMO, eV: 10.23
SMILES string: F[C@@H]1CP1
Highest occupied orbital energy, eV: -9.304
Max |F|, eV/Å: 4.78

=====

Record 10
C2H4FPS | ωB97M-V/def2-TZVPD

Positions of all 9 atoms, in Å:
C 0.117 0.324 0.657
C -0.945 -0.047 -0.289
F 0.979 -1.756 -0.338
P 1.957 1.319 -0.550
S 1.676 -0.313 0.573
H -0.230 1.058 1.367
H -1.719 0.792 -0.304
H -1.400 -1.066 0.139
H -0.435 -0.312 -1.254

## Properties
Calculated total energy, eV: -24976.6317
LUMO (alpha / beta), eV: -0.6 / -0.6
Gap between HOMO and LUMO (alpha / beta), eV: 7.84 / 7.84
Highest occupied orbital energy (alpha / beta), eV: -8.472 / -8.472
Max |F|, eV/Å: 3.15

=====

Record 11
C2H4GaLiO | ωB97M-V/def2-TZVPD

Positions of all 9 atoms, in Å:
C -0.281 -0.357 -0.066
H -0.476 -1.008 -0.936
C 1.180 -0.315 0.295
H 1.426 -0.769 1.264
H 1.845 -0.667 -0.508
O -0.809 0.942 -0.350
Li -2.541 1.298 -0.502
Ga 0.775 1.654 0.098
H -1.118 -0.779 0.705

## Properties
Charge: +2
Calculated total energy, eV: -56747.6018
LUMO, eV: -12.4
Gap between HOMO and LUMO, eV: 8.18
Highest occupied orbital energy, eV: -20.624
Max |F|, eV/Å: 5.09

=====

Record 12
C2H4I2N2O | ωB97M-V/def2-TZVPD

Positions of all 11 atoms, in Å:
C 0.079 0.457 1.489
C 0.833 -0.318 0.582
N -1.428 -0.334 -1.291
N 0.370 -0.584 -0.593
O -1.335 -0.955 -2.266
I 1.330 -1.536 -1.994
I -0.975 2.026 -1.863
H 0.389 0.217 2.509
H -0.015 1.429 1.062
H -1.089 0.223 1.383
H 1.840 -0.625 0.981

## Properties
Calculated total energy, eV: -23363.3697
LUMO (alpha / beta), eV: -0.6 / -0.6
Gap between HOMO and LUMO (alpha / beta), eV: 7.96 / 7.95
Highest occupied orbital energy (alpha / beta), eV: -8.537 / -8.536
Max |F|, eV/Å: 4.75

=====

Record 13
C2H4IN | ωB97M-V/def2-TZVPD

Positions of all 8 atoms, in Å:
H -0.514 2.235 0.090
N 0.206 1.632 -0.131
C -0.317 0.349 -0.030
C 0.637 -0.814 -0.012
I -2.282 -0.299 -0.011
H 0.305 -1.442 0.812
H 1.583 -0.387 0.228
H 0.381 -1.275 -0.947

## Properties
Calculated total energy, eV: -11728.2846
LUMO, eV: 0.4
Gap between HOMO and LUMO, eV: 10.21
SMILES string: [H]/N=C(/C)I
Highest occupied orbital energy, eV: -9.770
Max |F|, eV/Å: 7.62

=====

Record 14
C2H4IN2 | ωB97M-V/def2-TZVPD

Positions of all 9 atoms, in Å:
C 0.935 1.679 0.020
C -0.663 -0.600 -0.055
N 1.207 0.492 0.078
N -0.356 -1.830 0.013
I -2.404 0.405 -0.117
H 1.721 2.431 0.030
H -0.074 2.112 -0.056
H 0.639 -2.065 0.053
H -1.004 -2.624 0.033

## Properties
Charge: +1
Calculated total energy, eV: -13209.0137
LUMO (alpha / beta), eV: -5.4 / -5.4
Gap between HOMO and LUMO (alpha / beta), eV: 8.94 / 8.94
Highest occupied orbital energy (alpha / beta), eV: -14.357 / -14.356
Max |F|, eV/Å: 3.81

=====

Record 15
C2H4IN3 | ωB97M-V/def2-TZVPD

Positions of all 10 atoms, in Å:
C -0.119 1.126 -0.300
C 0.342 -0.153 -0.449
N -0.457 2.033 -1.169
N -0.472 1.799 0.847
N -1.064 2.704 -0.091
I -0.582 4.629 0.297
H -0.525 -0.737 -0.681
H 1.011 -0.315 -1.219
H 0.857 -0.401 0.570
H -1.028 1.506 1.678

## Properties
Calculated total energy, eV: -14705.9608
LUMO, eV: 0.1
Gap between HOMO and LUMO, eV: 8.85
Highest occupied orbital energy, eV: -8.757
Max |F|, eV/Å: 4.85

=====

Record 16
C2H4IN4 | ωB97M-V/def2-TZVPD

Positions of all 11 atoms, in Å:
C 0.026 0.281 -0.265
C -2.140 -0.577 -0.406
N -2.031 -1.840 -0.427
N -2.130 -2.968 -0.452
N 0.174 -0.078 0.969
N -1.116 0.225 -0.814
I -3.999 0.280 -0.122
H 0.854 0.540 -0.944
H -0.555 -0.557 1.503
H 1.033 -0.085 1.452
H -1.090 0.485 -1.899

## Properties
Charge: +1
Calculated total energy, eV: -16190.5349
LUMO, eV: -4.6
Gap between HOMO and LUMO, eV: 8.07
Highest occupied orbital energy, eV: -12.700
Max |F|, eV/Å: 6.39

=====

Record 17
C2H4INO | ωB97M-V/def2-TZVPD

Positions of all 9 atoms, in Å:
O 1.152 -1.180 -1.002
N 0.927 -1.687 0.012
I -1.078 -2.433 0.229
C -0.201 0.680 0.745
C -0.151 1.028 -0.500
H 0.612 0.154 1.095
H -1.047 0.950 1.390
H -0.976 1.497 -0.968
H 0.762 0.991 -1.001

## Properties
Calculated total energy, eV: -13773.0972
LUMO, eV: -1.0
Gap between HOMO and LUMO, eV: 8.56
SMILES string: O=NI.C=C
Highest occupied orbital energy, eV: -9.514
Max |F|, eV/Å: 2.48

=====

Record 18
C2H4INO2 | ωB97M-V/def2-TZVPD

Positions of all 10 atoms, in Å:
C -0.592 -0.784 0.127
C 2.217 -1.364 -0.377
N -1.400 -0.264 1.004
O -0.767 -0.213 -1.124
O 2.161 -1.083 -1.557
I 3.152 -0.294 1.148
H 1.267 -1.995 0.006
H -1.063 -0.247 1.930
H -2.056 0.459 0.626
H -0.375 -0.728 -1.815

## Properties
Calculated total energy, eV: -15822.0608
LUMO, eV: 0.3
Gap between HOMO and LUMO, eV: 9.03
Highest occupied orbital energy, eV: -8.771
Max |F|, eV/Å: 4.89

=====

Record 19
C2H4INS | ωB97M-V/def2-TZVPD

Positions of all 9 atoms, in Å:
C -0.579 0.244 -0.422
C 0.672 -0.609 -0.377
N -0.476 1.153 0.721
S 1.876 0.619 0.315
I -1.020 0.454 2.495
H -0.561 0.900 -1.300
H -1.508 -0.339 -0.433
H 0.578 -1.434 0.333
H 1.018 -0.990 -1.334

## Properties
Multiplicity: 3
Calculated total energy, eV: -22560.9281
LUMO (alpha / beta), eV: 0.1 / -2.2
Gap between HOMO and LUMO (alpha / beta), eV: 8.68 / 6.40
Highest occupied orbital energy (alpha / beta), eV: -8.626 / -8.611
Max |F|, eV/Å: 1.61

=====

Record 20
C2H4IO3P | ωB97M-V/def2-TZVPD

Positions of all 11 atoms, in Å:
C -1.860 1.300 -0.248
C -0.622 0.724 0.082
O -0.233 -1.903 -0.232
O -2.005 -1.174 1.391
O -2.466 -1.048 -1.153
P -1.519 -1.268 -0.005
I 10.205 -0.065 -0.010
H -1.913 1.515 -1.304
H -2.624 1.152 0.521
H 0.102 0.731 -0.734
H -0.540 0.436 1.194

## Properties
Charge: -2
Calculated total energy, eV: -25673.9073
LUMO, eV: 5.3
Gap between HOMO and LUMO, eV: 7.21
Highest occupied orbital energy, eV: -1.939
Max |F|, eV/Å: 4.26